ORCA calculation (ωB97M-V/def2-TZVPD) on a cluster of 2 separate species, C6H8NPS3 in total.

XYZ file:
```
19
Properties=species:S:1:pos:R:3:forces:R:3:nbo_charge:R:1
C 1.64818 -2.71671 0.90543 0.0549 2.7012 -1.1023 -0.234
C 1.74016 -1.56522 0.50067 0.6307 -1.9291 0.4958 -0.025
C 0.67409 0.35049 -0.44333 1.2397 -2.0038 1.5971 0.091
C 1.86274 -0.25282 -0.00747 -2.1875 -0.1403 -0.8135 -0.374
C -0.55154 2.40879 -0.79550 -1.0123 -0.3781 0.7791 -0.416
C -2.65834 -2.32405 0.96389 2.3719 2.0373 -0.8235 -0.765
N 0.66547 1.64349 -0.58389 -0.0814 1.4712 -1.4246 -0.624
P 2.14576 2.52276 -0.30402 0.1404 0.1012 0.7130 0.791
S 2.81529 3.69654 -1.67108 -0.1035 0.3267 -0.4664 -0.511
S 3.24402 0.72896 -0.16687 0.9567 -0.1325 0.3871 0.146
S -2.39271 -0.50378 0.94211 -0.3875 -0.5429 0.0442 0.068
H 1.55084 -3.75382 0.93362 -0.0217 -0.9456 0.4018 0.233
H -0.24336 -0.21134 -0.39977 -0.2412 0.0772 -0.1387 0.236
H -0.81702 2.57404 -1.83855 0.5097 0.0714 -0.1769 0.218
H -1.44099 1.80356 -0.37999 1.3997 1.3368 -0.1291 0.219
H -0.30452 3.37746 -0.30641 -1.0846 -0.4770 -0.2557 0.226
H -2.69606 -2.64554 -0.05011 0.0710 -0.2801 -0.9942 0.228
H -3.60304 -2.49025 1.37912 -0.7555 -0.9056 1.4841 0.229
H -1.63896 -2.64257 1.32217 -1.4993 -0.3881 0.4226 0.265
```
Forces are in eV/Å.

Computed properties:
Charge: 0
HOMO energy (alpha / beta): -7.71 / -7.31 eV
Relative energy (zero: lowest compared OMol25 entry of this formula, charge and spin): 55.35 kcal per mole
Electronic energy: -1823.94514 a.u.